Density functional theory data (the ωB97M-V functional and the def2-TZVPD basis) for a molecular structure, C17H22Cl2O4Ru in a non-equilibrium geometry.

The geometry in ORCA input format:
```
! RIJCOSX wB97M-V def2-TZVPD def2/J DEFGRID3
* xyz -2 5
C -0.778 0.953 -2.738
C -1.636 -0.126 -2.564
C -0.856 -1.310 -2.311
C -3.104 -0.099 -2.707
C 0.490 -0.967 -2.355
C 0.607 0.512 -2.477
C 1.760 1.138 -3.158
C -1.162 2.264 -3.287
C -1.388 -2.676 -2.085
C 1.624 -1.900 -2.454
Ru 0.705 0.835 -0.326
Cl -1.645 -0.592 0.595
Cl -0.926 2.459 -0.063
O 1.767 -0.672 -0.151
H -3.494 0.871 -2.381
H -3.558 -0.877 -2.084
H -3.409 -0.261 -3.750
H -2.235 -2.662 -1.389
H -0.621 -3.317 -1.636
H -1.713 -3.120 -3.039
H 1.350 -2.854 -1.981
H 2.484 -1.486 -1.911
H 1.901 -2.114 -3.495
H 2.691 0.744 -2.742
H 1.729 2.223 -3.037
H 1.740 0.906 -4.232
H -2.039 2.667 -2.766
H -1.413 2.187 -4.358
H -0.341 2.977 -3.181
H 1.632 -1.142 0.779
O 1.906 2.255 -0.581
H 1.436 3.078 -0.318
O 1.308 -1.263 2.171
C 0.899 -0.117 2.522
O 0.797 0.944 1.806
C 0.524 0.009 3.987
C 0.687 1.213 4.685
C 0.559 1.237 6.083
C 0.217 0.070 6.785
C -0.028 -1.118 6.075
C 0.113 -1.142 4.683
H 0.955 2.127 4.144
H 0.717 2.160 6.645
H 0.128 0.073 7.871
H -0.331 -2.024 6.599
H -0.048 -2.066 4.126
*
```

* expectation value of S²: 6.03
* strongest force on any atom: 4.44 eV/Å
* gap between HOMO and LUMO (alpha / beta): 4.4 / 5.3 eV
* calculated total energy: -53802.6282 eV
* LUMO level (alpha / beta): 4.9 / 4.9 eV
* ΔE to the lowest compared entry with this formula, charge and spin: 0.0 kJ/mol

Atomic charges from the Mulliken analysis, expressed in e, are listed below:
1 C 0.08
2 C 1.12
3 C 0.68
4 C -1.94
5 C 0.17
6 C 2.43
7 C -1.96
8 C -1.84
9 C -1.96
10 C -1.90
11 Ru 0.74
12 Cl -0.67
13 Cl -0.48
14 O -0.85
15 H 0.38
16 H 0.33
17 H 0.28
18 H 0.37
19 H 0.43
20 H 0.27
21 H 0.41
22 H 0.31
23 H 0.21
24 H 0.37
25 H 0.39
26 H 0.33
27 H 0.44
28 H 0.29
29 H 0.29
30 H 0.45
31 O -0.80
32 H 0.30
33 O -0.78
34 C 0.70
35 O -0.64
36 C 0.28
37 C -0.34
38 C -0.38
39 C -0.34
40 C -0.46
41 C -0.43
42 H 0.35
43 H 0.33
44 H 0.33
45 H 0.34
46 H 0.37

=====

Density functional theory data (the ωB97M-V functional and the def2-TZVPD basis) for a molecular structure, C17H22ClHfNS in a non-equilibrium geometry.

The geometry in ORCA input format:
```
! RIJCOSX wB97M-V def2-TZVPD def2/J DEFGRID3
* xyz 2 1
C 0.059 0.461 -4.497
C 1.429 0.988 -4.366
C -0.212 -0.978 -4.552
C -1.054 1.416 -4.453
Cl 0.488 1.636 -0.252
H -0.257 -1.345 -5.622
H -1.175 -1.208 -4.050
H 0.532 -1.583 -3.994
H 1.863 1.255 -5.367
H 2.125 0.295 -3.859
H 1.445 1.907 -3.747
H -1.302 1.786 -5.481
H -0.826 2.291 -3.822
H -1.959 0.976 -4.005
C 1.646 -1.545 2.294
C 0.691 -2.292 1.510
C 0.932 -2.008 0.129
H 0.064 -3.071 1.910
C 2.052 -1.088 0.056
C 2.517 -0.855 1.363
H 3.440 -0.339 1.675
H 1.762 -1.582 3.391
H 0.483 -2.559 -0.706
H 2.565 -0.769 -0.860
C -2.481 0.769 1.602
C -2.323 -0.430 2.386
C -2.097 -1.511 1.480
H -2.451 -0.473 3.488
C -2.080 -1.000 0.144
C -2.342 0.419 0.212
H -2.593 1.103 -0.601
H -2.765 1.762 2.008
H -2.079 -2.571 1.768
H -2.044 -1.592 -0.771
Hf -0.090 -0.049 1.176
S -0.127 1.854 5.606
C 1.527 1.440 5.146
C 1.577 1.117 3.820
N 0.363 1.254 3.111
C -0.579 1.783 3.950
H 2.374 1.435 5.836
H 2.441 0.718 3.303
H -1.541 2.179 3.643
*
```

* strongest force on any atom: 2.15 eV/Å
* gap between HOMO and LUMO: 6.1 eV
* calculated total energy: -44126.5172 eV
* LUMO level: -8.3 eV
* ΔE to the lowest compared entry with this formula, charge and spin: 0.0 kJ/mol

Atomic charges from the Mulliken analysis, expressed in e, are listed below:
1 C 1.15
2 C -1.10
3 C -1.08
4 C -1.16
5 Cl -0.47
6 H 0.34
7 H 0.35
8 H 0.35
9 H 0.35
10 H 0.31
11 H 0.37
12 H 0.35
13 H 0.39
14 H 0.37
15 C -0.67
16 C -0.65
17 C -0.28
18 H 0.64
19 C -0.83
20 C -0.24
21 H 0.45
22 H 0.49
23 H 0.58
24 H 0.43
25 C -0.38
26 C -0.34
27 C -0.69
28 H 0.40
29 C -0.45
30 C -0.64
31 H 0.47
32 H 0.43
33 H 0.61
34 H 0.57
35 Hf 1.65
36 S -0.03
37 C -0.39
38 C -0.46
39 N -0.24
40 C -0.19
41 H 0.44
42 H 0.43
43 H 0.35